The following is a DFT calculation (wB97M-V/def2-TZVPD) of 10 unconnected molecules or ions with the total composition C32H88N4O10 in a non-equilibrium geometry.

The value obtained for the frontier orbital gap is 9.085 eV. For the HOMO energy, the calculation gives -8.753 eV. Its total charge is 0. The value obtained for the energy relative to the best compared isomer or geometry (same formula, charge and spin) is 56.5 kcal/mol.

The geometry in XYZ format:
```
134
C32H88N4O10, DFT wB97M-V/def2-TZVPD
C -1.43675 2.42708 -2.71165
C -2.44160 2.30115 -3.90287
C -2.07603 3.19702 -5.05967
O -2.47508 0.97233 -4.43334
H -1.45816 3.41453 -2.29354
H -0.43508 2.25634 -3.01565
H -1.79390 1.80577 -1.85327
H -3.49997 2.50411 -3.57885
H -2.75550 3.25826 -5.89254
H -1.14096 2.84644 -5.48766
H -2.00467 4.24882 -4.73570
H -2.67627 0.36370 -3.72499
C 2.78193 1.17559 3.76246
C 2.14287 2.11511 2.78447
C 0.85783 2.72380 3.27545
O 3.11196 3.14654 2.38386
H 2.07694 0.36653 4.01808
H 3.09510 1.70513 4.67358
H 3.71789 0.71913 3.41075
H 1.89682 1.51072 1.90830
H 0.17209 1.86232 3.43097
H 0.38629 3.36779 2.56590
H 0.96203 3.36948 4.16640
H 3.61719 3.34897 3.16834
C 0.83868 0.10153 -0.44373
C -0.06439 -0.16349 0.72216
C -1.18560 0.85831 0.72958
O -0.63190 -1.45788 0.55006
H 1.62770 -0.63306 -0.51641
H 1.34008 1.05341 -0.42006
H 0.25366 0.04319 -1.37995
H 0.43936 -0.10417 1.65767
H -1.83804 0.69923 -0.12545
H -0.77181 1.89223 0.71544
H -1.71379 0.77647 1.69559
H -1.46965 -1.46295 1.07344
C 2.67569 -4.42578 -2.07249
C 3.94991 -5.13416 -2.26956
C 4.49101 -5.74500 -0.98201
O 3.83424 -6.21374 -3.20094
H 1.92462 -5.14282 -1.62283
H 2.33074 -4.02515 -3.03973
H 2.72777 -3.56873 -1.40116
H 4.69143 -4.42409 -2.62687
H 4.56745 -5.03188 -0.13771
H 5.51749 -6.06441 -1.16951
H 3.78957 -6.50136 -0.58668
H 3.41679 -5.77420 -3.96725
C -3.86814 3.76592 0.49119
C -4.50717 2.64583 1.32358
C -5.97103 2.92952 1.68114
O -4.37758 1.37768 0.63340
H -2.97802 3.37184 0.02520
H -3.64726 4.58648 1.14753
H -4.48182 4.11784 -0.33197
H -3.96241 2.52405 2.26279
H -6.34084 2.25108 2.43209
H -6.66663 2.80271 0.82898
H -6.20414 3.93291 1.99244
H -5.20994 1.32045 0.15018
C 2.06029 2.40325 -3.82162
O 3.44228 2.59914 -3.64533
H 1.66680 1.95584 -2.91816
H 1.46349 3.29423 -4.01210
H 2.00077 1.63652 -4.60394
H 3.61388 3.37236 -3.11236
C -3.11055 -2.64793 -2.18723
C -1.79676 -3.20005 -2.78560
C -1.19750 -2.13870 -3.69515
O 0.10334 -2.51434 -4.08896
C 0.77080 -1.42713 -4.68066
N -0.91033 -3.61590 -1.74434
H -3.77884 -2.28548 -2.98212
H -2.84514 -1.79549 -1.52824
H -3.62636 -3.40067 -1.62437
H -2.04873 -4.07361 -3.35823
H -1.19624 -1.18741 -3.10579
H -1.86156 -1.95773 -4.55553
H 1.72876 -1.80838 -5.03839
H 0.89020 -0.57520 -3.93168
H 0.09948 -1.03068 -5.51086
H -0.01910 -3.97360 -2.07224
H -0.63372 -2.74680 -1.22954
C 4.21136 -2.40313 5.79723
C 4.51507 -3.55083 4.79918
C 4.07750 -3.17027 3.34768
O 2.67750 -2.89683 3.26508
C 2.06660 -2.98302 2.02821
N 5.91461 -3.92977 4.77101
H 4.60237 -2.77039 6.73419
H 3.13252 -2.33078 5.80573
H 4.64550 -1.40594 5.55088
H 3.92206 -4.42718 5.01886
H 4.26860 -4.03466 2.72783
H 4.71306 -2.31696 3.07986
H 0.97834 -3.00758 2.19979
H 2.29377 -3.95148 1.53806
H 2.34663 -2.12298 1.39063
H 6.02399 -4.74977 4.18546
H 6.51451 -3.21158 4.33311
C 2.06153 3.61284 -0.53185
C 2.42258 4.85518 -1.34808
C 2.00118 6.08502 -0.57516
O 2.20390 7.28719 -1.26502
C 2.21557 8.44031 -0.43940
N 3.78960 4.89006 -1.80507
H 2.45302 2.74367 -1.06681
H 0.99311 3.52609 -0.23655
H 2.60276 3.74315 0.36907
H 1.77208 4.84521 -2.21823
H 2.55576 6.14760 0.33678
H 0.93098 5.94062 -0.33773
H 2.36196 9.34886 -1.03921
H 3.03972 8.34429 0.25881
H 1.28031 8.43424 0.09640
H 4.50647 4.90446 -1.08731
H 3.97459 5.68322 -2.43729
C -3.48334 -3.96018 2.06802
C -4.10375 -2.67451 1.61157
C -5.47112 -2.47908 2.23210
O -6.40453 -3.41064 1.56864
C -7.52533 -3.64297 2.36772
N -3.24859 -1.48786 1.92747
H -3.25657 -3.89593 3.13588
H -2.54902 -4.10302 1.50294
H -4.10372 -4.86177 1.88268
H -4.15987 -2.69975 0.52806
H -5.83697 -1.47939 2.12340
H -5.47422 -2.68473 3.33249
H -8.14239 -4.33239 1.78896
H -8.17427 -2.78286 2.54874
H -7.31851 -4.20154 3.28274
H -3.57427 -0.63812 1.48238
H -3.20895 -1.30081 2.92551
```


The following is a DFT calculation (wB97M-V/def2-TZVPD) of C25H33N3O5S in the gas phase in a non-equilibrium geometry.

The value obtained for the frontier orbital gap is 8.928 eV. For the HOMO energy, the calculation gives -8.261 eV. Its total charge is 0. The value obtained for the energy relative to the best compared isomer or geometry (same formula, charge and spin) is 49.9 kcal/mol.

The geometry in XYZ format:
```
67
C25H33N3O5S, DFT wB97M-V/def2-TZVPD
C -1.78370 0.51599 -2.81875
H -2.38884 1.18505 -2.20962
O -0.51615 1.12778 -2.89608
C 0.52026 0.45478 -3.48297
C 0.36020 -0.73550 -4.18291
C 1.43455 -1.37443 -4.77694
C 2.69976 -0.82855 -4.68425
C 2.87890 0.34882 -3.98280
C 1.81291 0.99967 -3.37230
O 2.18148 2.12588 -2.67020
C 1.23155 2.95210 -2.03862
H 0.49949 3.35296 -2.74653
H 1.81318 3.78766 -1.63472
C 0.45948 2.29283 -0.89042
O -0.51387 2.81310 -0.39664
N 1.02931 1.13030 -0.47750
C 0.44760 0.09879 0.25519
C -0.88380 0.11559 0.63861
C -1.42803 -0.99453 1.25487
C -0.67201 -2.12107 1.50409
C 0.66099 -2.14183 1.12861
C 1.24627 -1.03916 0.51068
N 2.56330 -1.02657 0.04245
C 3.50626 -0.12739 0.68926
C 4.61934 0.23499 -0.29123
C 5.31565 -1.03781 -0.76488
C 4.28405 -2.00363 -1.34064
C 3.18725 -2.28373 -0.31328
H 2.43048 -2.93744 -0.75084
H 3.62679 -2.78638 0.56410
H 4.76073 -2.94198 -1.62723
H 3.82703 -1.56422 -2.22928
H 6.06771 -0.79902 -1.51815
H 5.82400 -1.50890 0.08016
H 5.33258 0.90110 0.19645
H 4.19556 0.75940 -1.14993
H 2.98493 0.76634 1.03540
H 3.94963 -0.61905 1.57187
H 1.25322 -3.02298 1.32027
H -1.13996 -2.97011 1.97531
S -3.15530 -0.94653 1.72243
O -3.88664 -0.24558 0.70781
O -3.56686 -2.27641 2.07011
N -3.21827 -0.03467 3.10933
C -2.55626 -0.61220 4.25375
C -3.07723 0.04919 5.52764
C -2.86584 1.55944 5.45116
C -3.53846 2.10678 4.19446
C -2.99550 1.38475 2.96361
H -3.51734 1.69681 2.05905
H -1.92151 1.60425 2.85198
H -4.61443 1.94043 4.25593
H -3.35616 3.17759 4.09579
H -3.27736 2.04145 6.33964
H -1.79520 1.77614 5.41436
H -4.14240 -0.16406 5.62225
H -2.56044 -0.36901 6.39284
H -2.78083 -1.67929 4.24263
H -1.46347 -0.47584 4.18305
H -1.50574 0.96448 0.41132
H 1.88319 0.84512 -0.94607
H 3.85591 0.79706 -3.88751
H 3.54470 -1.31223 -5.14894
H 1.27306 -2.29631 -5.31357
H -0.62171 -1.17125 -4.26948
H -2.23783 0.41313 -3.80879
H -1.73109 -0.46035 -2.32852
```


The following is a DFT calculation (wB97M-V/def2-TZVPD) of 2 unconnected molecules or ions with the total composition C11H19IO2 in a non-equilibrium geometry.

The value obtained for the frontier orbital gap (alpha / beta) is 7.425 / 8.777 eV. For the HOMO energy (alpha / beta), the calculation gives -7.821 / -8.352 eV. Its total charge is 0. The value obtained for the energy relative to the best compared isomer or geometry (same formula, charge and spin) is 95.2 kcal/mol.

The geometry in XYZ format:
```
33
C11H19IO2, DFT wB97M-V/def2-TZVPD
C -1.88178 -2.37540 2.99603
C -0.58289 -2.19232 3.17056
C 1.45718 1.71817 -2.74051
C 0.92401 0.41100 -2.06341
C 0.44535 2.89968 -2.70967
C -0.36353 2.08677 -0.74040
C 0.65715 0.94373 -0.65484
C 0.78430 -2.60623 3.51936
C -1.28324 -0.76213 -0.23160
C -0.21797 0.22194 1.66086
C 0.11532 -0.14444 0.25803
O 0.18272 3.25273 -1.38037
O 0.99577 -1.30142 0.25792
I 1.49127 0.92317 2.68797
H -2.57707 -1.78798 2.57224
H -2.45359 -3.27054 3.42109
H 2.16490 2.10748 -2.12446
H 1.75512 1.52268 -3.82498
H -0.02368 0.27467 -2.45716
H 1.50255 -0.40837 -1.91442
H 0.90087 3.80275 -3.03340
H -0.57442 2.67100 -3.18454
H -1.27166 1.66966 -1.17520
H -0.66358 2.50591 0.21303
H 1.51307 1.29897 -0.21008
H 0.78156 -2.92695 4.68983
H 1.55407 -1.81216 3.40502
H 1.16458 -3.49440 3.06570
H -1.29397 -0.84220 -1.34669
H -2.16163 -0.07371 0.05396
H -1.39773 -1.63902 0.45734
H -1.10307 0.80925 1.65802
H 1.88163 -0.97879 0.67586
```


The following is a DFT calculation (wB97M-V/def2-TZVPD) of a molecular structure, C15H20F6N6O4S3Ti in a non-equilibrium geometry.

The value obtained for the frontier orbital gap (alpha / beta) is 7.891 / 7.909 eV. For the HOMO energy (alpha / beta), the calculation gives -17.295 / -17.417 eV. Its total charge is +3. The spin multiplicity is 2.

The geometry in XYZ format:
```
55
C15H20F6N6O4S3Ti, DFT wB97M-V/def2-TZVPD
Ti -0.62250 0.07137 0.58727
C -2.63631 1.18527 -4.13801
N -1.54352 1.84847 -3.45423
C -0.99744 3.05771 -3.80762
C -0.03968 3.35776 -2.91149
N 0.01133 2.31616 -1.98183
C -0.93816 1.39596 -2.35047
S -1.29400 -0.14174 -1.68641
C 0.88337 2.28890 -0.87930
C 1.88660 3.25223 -0.77128
C 2.71825 3.27225 0.32995
C 2.55662 2.29413 1.31316
C 1.58608 1.34746 1.13550
N 0.72686 1.32797 0.06702
H -2.81690 1.68388 -5.08607
H -3.54268 1.22940 -3.53336
H -2.39366 0.14008 -4.32063
H -1.32522 3.61461 -4.66722
H 0.57581 4.23363 -2.87123
H 2.02944 3.99272 -1.54146
H 3.47763 4.03385 0.43096
H 3.18995 2.27316 2.18793
H 1.43180 0.56306 1.87837
F -0.58565 2.08326 2.80027
C -1.85069 2.38609 3.22751
F -1.97364 1.93923 4.44901
F -1.99748 3.67743 3.16741
S -2.99144 1.45462 2.02985
O -2.08466 1.30119 0.85445
O -4.18376 2.15167 1.80967
N -3.10895 0.03779 2.74167
S -2.13179 -1.05243 2.27253
O -2.22494 -1.41262 0.86113
O -0.69920 -0.65927 2.42466
C -2.33817 -2.61448 3.29724
F -1.23634 -3.30185 2.97612
F -2.34638 -2.33719 4.56688
F -3.39557 -3.26564 2.91059
N 2.54386 -3.93487 -0.36226
C 3.00669 -2.57973 -0.77770
C 2.31699 -1.51342 0.07683
N 0.84218 -1.58325 -0.03837
C 0.40347 -2.94487 0.35530
C 1.06013 -4.03191 -0.49495
H 2.81767 -4.11508 0.61096
H 2.99974 -4.65551 -0.93316
H 2.75436 -2.44557 -1.83191
H 4.09027 -2.51518 -0.67495
H 2.66604 -0.53740 -0.26102
H 2.59408 -1.63898 1.12777
H 0.61986 -1.48534 -1.03472
H -0.67677 -3.02282 0.23559
H 0.65244 -3.09476 1.40862
H 0.80491 -3.90732 -1.54925
H 0.72906 -5.02008 -0.17529
```


The following is a DFT calculation (wB97M-V/def2-TZVPD) of a molecular structure, C47H35GaNO28 in a non-equilibrium geometry.

The value obtained for the frontier orbital gap is 4.965 eV. For the HOMO energy, the calculation gives -5.277 eV. Its total charge is -1.

The geometry in XYZ format:
```
112
C47H35GaNO28, DFT wB97M-V/def2-TZVPD
Ga 4.11102 -0.50356 -3.23738
C 2.08826 -0.08367 -3.32380
C 1.55033 1.27645 -3.43964
C 0.11972 1.41405 -3.50341
N -0.80615 0.43066 -3.50001
C -0.27807 -0.80932 -3.40008
C 1.10759 -1.17462 -3.29237
H 4.43822 -1.82430 -4.10814
H 4.97283 0.68531 -3.93264
H 4.64773 -0.77091 -1.75226
H 2.25445 2.13210 -3.47972
H -0.27124 2.46035 -3.56968
H -1.01119 -1.65643 -3.40554
H 1.44748 -2.22394 -3.19149
C -5.01620 -3.64427 -4.31088
C -5.16858 -4.52736 -5.30190
C -4.36149 -4.44277 -6.55916
O -4.52434 -5.28431 -7.42671
C -3.41102 -3.34454 -6.69190
C -3.25895 -2.45561 -5.70130
C -4.04788 -2.55715 -4.43340
O -3.86324 -1.73870 -3.55367
O -2.39736 -1.43866 -5.79200
O -6.05412 -5.53735 -5.21844
H -5.59147 -3.69674 -3.39701
H -2.84604 -3.28463 -7.61152
H -2.47910 -0.95109 -4.94428
H -5.96751 -6.02842 -6.05793
C 9.26774 -4.87166 -3.40122
C 8.08802 -4.31116 -3.69345
C 7.67924 -2.99931 -3.10592
O 6.60964 -2.52325 -3.41522
C 8.60012 -2.34841 -2.17070
C 9.77510 -2.91129 -1.87808
C 10.19423 -4.20960 -2.48733
O 11.28607 -4.67649 -2.20346
O 10.64274 -2.33629 -1.01849
O 7.21480 -4.89498 -4.52676
H 9.57614 -5.81914 -3.82135
H 8.28549 -1.40816 -1.73842
H 11.40925 -2.93858 -0.98214
H 6.44752 -4.28678 -4.56842
C -1.36557 6.86212 -2.60673
C -1.91348 7.86555 -3.29716
C -1.58080 8.09714 -4.73656
O -2.11982 9.01450 -5.33171
C -0.61128 7.20651 -5.36992
C -0.05894 6.20248 -4.67829
C -0.41308 5.95631 -3.24608
O 0.09535 5.02491 -2.65553
O 0.83490 5.37252 -5.23567
O -2.79193 8.71633 -2.73330
H -1.59870 6.68057 -1.56580
H -0.36666 7.39530 -6.40592
H 1.07970 4.73660 -4.53454
H -3.03724 9.34303 -3.44024
C -0.23269 3.15008 3.30068
C -0.78313 4.15664 2.62039
C -0.45179 4.39825 1.18277
O -0.99190 5.31776 0.59111
C 0.51879 3.51317 0.54673
C 1.07553 2.50566 1.23160
C 0.72111 2.24932 2.66058
O 1.22936 1.31105 3.24580
O 1.96936 1.68380 0.66703
O -1.66407 5.00031 3.19963
H -0.46822 2.96496 4.34011
H 0.76216 3.70819 -0.48925
H 2.21901 1.04271 1.35990
H -1.91448 5.63438 2.50056
C -3.13504 -3.52892 0.94919
C -2.81029 -3.03690 2.14855
C -2.72143 -1.56338 2.39307
O -2.44014 -1.16286 3.51104
C -2.97337 -0.66540 1.27187
C -3.29559 -1.15549 0.06594
C -3.41159 -2.62899 -0.17101
O -3.72518 -3.02864 -1.27526
O -3.52822 -0.35211 -0.97790
O -2.54872 -3.84177 3.19510
H -3.20461 -4.59161 0.76161
H -2.88838 0.39645 1.45785
H -3.73928 -0.94212 -1.73349
H -2.34361 -3.24375 3.93972
C -3.18701 2.66631 8.45355
C -3.03208 3.05007 7.18216
C -3.64060 2.28041 6.05422
O -3.48669 2.67975 4.91744
C -4.39445 1.06982 6.37486
C -4.54612 0.68481 7.64548
C -3.96059 1.46940 8.77570
O -4.14027 1.09015 9.91927
O -5.23233 -0.42579 7.96975
O -2.32451 4.14480 6.85544
H -2.75408 3.21513 9.27845
H -4.81403 0.51245 5.54872
H -5.19580 -0.47994 8.94379
H -2.36612 4.20433 5.87955
C 2.40590 -3.43904 4.48444
C 1.59306 -4.35170 5.02429
C 0.35271 -3.95787 5.76030
O -0.36836 -4.82798 6.21962
C 0.06019 -2.53587 5.90101
C 0.87383 -1.61747 5.36393
C 2.10221 -2.01270 4.60338
O 2.80545 -1.15052 4.11690
O 0.62374 -0.30760 5.48250
O 1.84951 -5.66949 4.93167
H 3.30436 -3.71226 3.94829
H -0.83092 -2.26458 6.45018
H 1.35235 0.14639 5.00717
H 1.11483 -6.11116 5.39870
```


Number 1: E_tot -2243.2973 a.u.. Number 2: E_tot -1911.1062 a.u.. Number 3: E_tot -878.4525 a.u.. Number 4: E_tot -3855.4071 a.u.. Number 5: E_tot -5898.2234 a.u..